Record 1
Formula: C31H42InN3P
Source: the OMol25 dataset
Level of theory: ωB97M-V/def2-TZVPD

Cartesian coordinates (Å):
In -0.588 0.190 0.668
N -0.399 -2.143 2.608
N 0.474 -2.495 -0.533
C 2.038 1.723 0.520
C 2.893 0.643 0.857
C 2.611 0.251 2.199
C 3.285 -0.807 2.980
H 4.125 -1.231 2.417
H 2.597 -1.622 3.252
H 3.680 -0.382 3.915
C 1.580 1.076 2.700
C 1.003 1.008 4.062
H 1.731 1.374 4.805
H 0.736 -0.023 4.344
H 0.099 1.625 4.152
C 1.212 1.999 1.665
C 0.395 3.225 1.860
H -0.450 3.060 2.540
H 0.006 3.617 0.912
H 1.030 4.010 2.305
C 3.920 0.031 -0.015
H 4.806 -0.228 0.582
H 4.229 0.731 -0.803
H 3.567 -0.894 -0.499
C 2.004 2.497 -0.744
H 0.988 2.553 -1.170
H 2.657 2.053 -1.506
H 2.343 3.532 -0.570
C -1.239 -2.407 3.621
H -1.317 -1.644 4.405
C -1.998 -3.585 3.705
H -2.606 -3.761 4.591
C -1.959 -4.494 2.641
H -2.592 -5.381 2.632
C -1.060 -4.256 1.617
H -0.960 -4.895 0.746
C -0.203 -3.121 1.696
C 0.825 -2.922 0.729
H 1.846 -2.704 1.046
C -0.053 -1.233 -0.837
C 0.629 -3.233 -1.719
H 0.975 -4.250 -1.722
C 0.343 -2.410 -2.725
H 0.391 -2.556 -3.787
N 0.048 -1.153 -2.199
C 0.110 0.026 -3.016
C 1.329 0.293 -3.665
C 1.430 1.461 -4.428
H 2.378 1.688 -4.918
C 0.337 2.311 -4.598
C 0.450 3.533 -5.466
H 0.438 4.461 -4.878
H -0.387 3.585 -6.176
H 1.386 3.510 -6.037
C -0.871 1.998 -3.970
H -1.732 2.653 -4.103
C -1.027 0.824 -3.224
C -2.384 0.386 -2.763
H -2.708 -0.555 -3.234
H -3.120 1.149 -3.045
H -2.441 0.254 -1.672
C 2.506 -0.619 -3.528
H 2.294 -1.646 -3.863
H 2.886 -0.669 -2.491
H 3.321 -0.236 -4.159
C -3.988 1.657 0.710
P -2.971 0.334 1.435
C -3.158 0.541 3.236
C -3.773 -1.225 0.931
H -3.666 2.619 1.131
H -5.052 1.495 0.940
H -3.848 1.676 -0.378
H -2.858 1.561 3.522
H -4.205 0.373 3.532
H -2.513 -0.170 3.771
H -4.864 -1.124 1.014
H -3.515 -1.459 -0.112
H -3.423 -2.051 1.559

Calculated values
* LUMO level (alpha / beta): 0.0881 / 0.0894 hartree
* spin multiplicity: 1
* total energy: -1902.029527 hartree
* HOMO (alpha / beta): -0.03656 / -0.03665 Eh
* charge: -1
* energy above the lowest of the compared OMol25 structures with the same formula, charge and spin: 0.557 eV

=====

Record 2
Formula: C31H43AsFeN4P2
Source: the OMol25 dataset
Level of theory: ωB97M-V/def2-TZVPD

Cartesian coordinates (Å):
Fe 0.148 0.124 0.265
C 0.994 2.522 2.135
N 1.736 1.391 1.573
C 2.229 0.504 2.623
C 1.016 -0.094 3.276
C 1.015 -0.437 4.617
C -0.168 -0.833 5.221
C -1.325 -0.825 4.456
C -1.230 -0.490 3.120
N -0.084 -0.168 2.502
C 2.799 1.881 0.701
C 3.301 0.737 -0.120
C 4.616 0.705 -0.557
C 5.091 -0.420 -1.206
C 4.220 -1.485 -1.379
C 2.918 -1.352 -0.939
N 2.427 -0.263 -0.328
C 0.164 3.103 1.035
C -0.089 4.463 0.974
C -0.827 4.979 -0.076
C -1.288 4.097 -1.039
C -0.998 2.757 -0.901
N -0.282 2.228 0.109
H 1.657 3.277 2.571
H 0.337 2.173 2.931
H 2.831 1.043 3.364
H 2.865 -0.268 2.185
H 1.931 -0.356 5.186
H -0.194 -1.099 6.269
H -2.287 -1.063 4.883
H -2.117 -0.461 2.507
H 3.621 2.324 1.276
H 2.402 2.670 0.056
H 5.263 1.547 -0.354
H 6.116 -0.474 -1.548
H 4.537 -2.403 -1.852
H 2.226 -2.161 -1.101
H 0.308 5.108 1.746
H -1.029 6.039 -0.145
H -1.866 4.437 -1.887
H -1.381 2.067 -1.640
C -3.495 -1.368 0.497
P -2.390 -0.051 -0.135
C -3.374 1.412 0.381
C -2.648 -0.170 -1.933
C -3.942 -0.316 -2.439
C -4.169 -0.299 -3.804
C -3.109 -0.121 -4.683
C -1.822 0.018 -4.194
C -1.576 -0.012 -2.820
P 0.136 0.074 -2.206
C 0.939 -1.212 -3.222
C 0.957 1.533 -2.968
H -4.508 -1.096 0.205
H -3.507 -1.469 1.579
H -3.264 -2.325 0.043
H -4.416 1.098 0.439
H -3.312 2.221 -0.339
H -3.070 1.776 1.362
H -4.789 -0.433 -1.778
H -5.175 -0.416 -4.183
H -3.285 -0.096 -5.749
H -1.015 0.157 -4.901
H 0.718 -0.962 -4.260
H 0.555 -2.210 -3.028
H 2.018 -1.186 -3.108
H 0.320 1.950 -3.748
H 1.882 1.191 -3.430
H 1.206 2.317 -2.257
C 0.180 -3.797 -0.896
As 0.133 -2.500 0.565
C -1.256 -3.442 1.555
C 1.654 -3.058 1.646
H 0.073 -4.780 -0.437
H 1.107 -3.795 -1.464
H -0.663 -3.638 -1.569
H -0.776 -4.335 1.953
H -2.037 -3.761 0.872
H -1.679 -2.877 2.380
H 1.552 -4.128 1.828
H 1.650 -2.541 2.603
H 2.598 -2.877 1.141

Calculated values
* LUMO level (alpha / beta): -0.3704 / -0.3124 hartree
* spin multiplicity: 2
* total energy: -5607.420267 hartree
* HOMO (alpha / beta): -0.64158 / -0.64605 Eh
* charge: +3
* energy above the lowest of the compared OMol25 structures with the same formula, charge and spin: 0.889 eV

=====

Record 3
Formula: C31H43BBr2FeN9O
Source: the OMol25 dataset
Level of theory: ωB97M-V/def2-TZVPD

Cartesian coordinates (Å):
Fe -0.467 -0.152 0.232
C -3.691 0.501 3.851
C -3.556 1.159 2.475
C -3.931 0.208 1.346
C -2.226 1.842 2.289
C -1.880 3.070 2.871
C -0.653 3.389 2.342
N -0.282 2.408 1.505
N -1.242 1.436 1.479
B 0.906 2.436 0.528
N 1.907 1.296 0.839
C 3.216 1.446 1.066
C 3.749 0.211 1.359
C 2.667 -0.679 1.298
N 1.545 -0.011 0.995
C 2.835 -2.156 1.548
C 1.699 -3.068 1.100
C 3.167 -2.404 3.025
N 0.371 2.301 -0.923
C 0.492 3.194 -1.915
C -0.336 2.812 -2.951
C -0.968 1.644 -2.501
N -0.532 1.347 -1.273
C -2.073 0.889 -3.191
C -3.245 0.653 -2.241
C -1.615 -0.432 -3.814
H -4.740 0.291 4.063
H -3.156 -0.448 3.893
H -3.309 1.144 4.642
H -4.281 1.979 2.450
H -3.197 -0.592 1.231
H -4.894 -0.257 1.558
H -4.012 0.736 0.398
H -2.474 3.655 3.551
H -0.027 4.254 2.478
H 1.491 3.474 0.626
H 3.669 2.422 1.025
H 4.769 -0.021 1.612
H 3.723 -2.434 0.969
H 0.931 -3.132 1.868
H 1.239 -2.732 0.167
H 2.083 -4.077 0.949
H 2.325 -2.110 3.656
H 3.366 -3.462 3.195
H 4.040 -1.837 3.345
H 1.125 4.058 -1.798
H -0.509 3.326 -3.880
H -2.407 1.539 -4.002
H -2.965 -0.065 -1.465
H -3.556 1.577 -1.754
H -4.096 0.241 -2.782
H -1.129 -1.070 -3.074
H -2.478 -0.971 -4.205
H -0.931 -0.264 -4.649
Br -2.124 -4.145 -2.578
C -2.091 -4.002 -0.725
C -2.578 -5.025 0.068
C -2.534 -4.942 1.452
Br -3.195 -6.365 2.448
C -1.992 -3.787 2.114
C -1.858 -3.636 3.505
C -1.312 -2.479 4.006
C -0.927 -1.465 3.123
N -1.037 -1.596 1.814
C -1.540 -2.734 1.315
C -1.542 -2.813 -0.143
O -1.054 -1.877 -0.821
H -2.993 -5.908 -0.397
H -2.179 -4.427 4.169
H -1.192 -2.336 5.070
H -0.521 -0.526 3.481
N 4.258 -0.643 -3.860
C 3.007 0.075 -4.340
C 1.829 -0.275 -3.423
N 2.220 -0.425 -2.035
C 3.185 -1.504 -1.825
C 3.925 -1.897 -3.105
H 4.792 -0.024 -3.247
H 4.864 -0.853 -4.655
H 2.834 -0.225 -5.372
H 3.230 1.141 -4.316
H 1.340 -1.191 -3.755
H 1.092 0.522 -3.508
H 2.540 0.452 -1.640
H 2.690 -2.402 -1.444
H 3.905 -1.192 -1.065
H 3.317 -2.503 -3.775
H 4.849 -2.431 -2.894

Calculated values
* LUMO level (alpha / beta): -0.2046 / -0.2840 hartree
* spin multiplicity: 6
* total energy: -8211.357478 hartree
* HOMO (alpha / beta): -0.49242 / -0.49225 Eh
* charge: +2
* energy above the lowest of the compared OMol25 structures with the same formula, charge and spin: 0.007 eV

=====

Record 4
Formula: C31H43BHfN7O2S3
Source: the OMol25 dataset
Level of theory: ωB97M-V/def2-TZVPD

Cartesian coordinates (Å):
Hf 2.331 2.080 -0.451
C 3.326 -0.740 -3.852
C 2.340 -0.972 -2.722
C 2.127 -2.264 -2.295
C 1.274 -2.627 -1.280
N 0.363 -1.777 -0.817
N 0.631 -0.474 -1.112
B 0.005 0.407 -0.093
N 0.222 0.072 1.355
N -0.984 -0.185 1.923
C -0.997 -0.565 3.192
C 0.195 -0.690 3.985
C 1.405 -0.355 3.390
C 2.729 -0.679 4.117
C 1.400 -0.004 1.968
S 3.011 0.357 1.257
C -2.403 -0.763 3.735
C -3.230 -1.386 2.582
C -2.364 -1.754 4.913
C -3.015 0.581 4.286
N -1.052 1.393 -0.386
N -1.992 0.997 -1.339
C -3.092 1.711 -1.326
C -3.259 2.960 -0.682
C -2.201 3.486 0.003
C -2.373 4.809 0.640
C -1.027 2.706 0.067
S 0.461 3.478 0.510
C -4.147 1.245 -2.340
C -4.147 2.281 -3.504
C -3.789 -0.150 -2.949
C -5.541 1.088 -1.682
C 1.495 -0.059 -2.084
S 1.375 1.589 -2.721
C 1.193 -4.043 -0.697
C 1.042 -5.138 -1.818
C 2.483 -4.317 0.129
C -0.078 -4.256 0.187
H 3.713 -1.756 -4.189
H 4.140 -0.193 -3.450
H 2.848 -0.273 -4.731
H 2.755 -3.025 -2.755
H 0.175 -0.979 5.058
H 3.082 -1.703 3.930
H 2.618 -0.552 5.197
H 3.492 0.062 3.809
H -2.797 -2.325 2.275
H -3.456 -0.689 1.736
H -4.159 -1.665 3.066
H -2.056 -2.808 4.654
H -3.327 -1.828 5.422
H -1.609 -1.412 5.660
H -2.746 1.394 3.599
H -2.588 0.959 5.202
H -4.133 0.464 4.283
H -4.152 3.525 -0.699
H -1.415 5.239 0.913
H -2.952 4.662 1.520
H -3.017 5.476 0.063
H -3.135 2.252 -4.017
H -4.240 3.358 -3.146
H -4.957 1.988 -4.218
H -2.819 -0.150 -3.471
H -4.571 -0.503 -3.595
H -3.774 -0.919 -2.190
H -6.020 2.108 -1.544
H -5.519 0.579 -0.743
H -6.164 0.542 -2.410
H 1.935 -5.121 -2.446
H 0.183 -4.859 -2.470
H 0.894 -6.187 -1.434
H 3.367 -3.947 -0.445
H 2.493 -5.410 0.285
H 2.429 -3.847 1.138
H -1.022 -4.199 -0.353
H -0.170 -3.528 0.986
H 0.047 -5.286 0.647
O 5.774 0.571 -2.422
C 5.612 1.639 -1.869
C 6.607 2.750 -1.754
C 5.868 3.906 -1.125
C 4.520 3.332 -0.810
O 3.466 3.875 -0.240
N 4.441 2.024 -1.178
H 7.116 2.912 -2.714
H 7.433 2.440 -1.136
H 5.761 4.780 -1.774
H 6.315 4.285 -0.201

Calculated values
* LUMO level: -0.4150 hartree
* spin multiplicity: 1
* total energy: -3007.440850 hartree
* HOMO: -0.65709 Eh
* charge: +3

=====

no.,maximum force (eV/Å)
1,3.71
2,0.65
3,0.68
4,3.32